[1]
This record from the OMol25 dataset describes C3H4O2 as an isolated structure in a non-equilibrium geometry. The level of theory is the ωB97M-V functional and the def2-TZVPD basis.

As for the HOMO energy: -8.95 eV. The energy above the lowest of the compared OMol25 structures with the same formula, charge and spin is 2.0935 eV. Its spin multiplicity is 1. The HOMO-LUMO gap is 9.89 eV.

Element x y z (Å)
1 C 0.5715 0.7408 0.0649
2 C 1.2101 -0.3955 -0.2103
3 C -0.6646 -0.0513 0.4455
4 O 0.2293 -1.3098 0.0383
5 O -1.8174 0.0225 -0.2380
6 H 0.8021 1.7821 0.1191
7 H 2.1848 -0.7065 -0.5399
8 H -0.8814 -0.1513 1.5082
9 H -1.6345 0.0691 -1.1879

Population analysis type natural (NBO), resulting atomic charges in e:
1. C -0.43
2. C 0.18
3. C 0.38
4. O -0.54
5. O -0.67
6. H 0.22
7. H 0.20
8. H 0.18
9. H 0.49



[2]
This record from the OMol25 dataset describes a single C10H8N6OS molecule in a non-equilibrium geometry. The level of theory is the ωB97M-V functional and the def2-TZVPD basis.

As for the HOMO energy: -8.29 eV. Its spin multiplicity is 1. The HOMO-LUMO gap is 5.57 eV. Its SMILES is Nc1n[nH]c(=S)n1NC1=c2ccccc2=NC1=O.

Element x y z (Å)
1 O 1.8070 -0.8541 2.5801
2 S 1.0539 1.7206 -2.4831
3 N -1.7436 3.0366 -0.0843
4 N 0.0081 -2.3045 2.0220
5 C 0.8512 -1.2201 1.8232
6 C 0.1762 2.3787 -1.1334
7 C -1.0036 2.2283 0.6729
8 C 0.4999 -0.4164 0.7414
9 C -2.8910 -2.6001 -0.3136
10 C -2.4605 -1.6695 -1.2568
11 C -2.0737 -2.8585 0.8442
12 C -1.3118 -0.8468 -1.0282
13 C -0.8452 -2.1131 1.0277
14 C -0.5162 -1.0540 0.1447
15 N -1.5540 2.0709 1.8818
16 N -1.0035 3.0638 -1.2488
17 N 1.0470 0.7827 0.3792
18 N 0.2172 1.9006 0.1147
19 H -3.8367 -3.0757 -0.5191
20 H -2.9766 -1.5582 -2.2008
21 H -2.3924 -3.5985 1.5269
22 H -0.9971 0.1012 -1.5577
23 H -2.4989 2.4053 1.9513
24 H -1.2573 1.2561 2.3519
25 H -1.4988 2.9609 -2.1431
26 H 1.8850 0.9703 0.7845

Population analysis type natural (NBO), resulting atomic charges in e:
1. O -0.48
2. S -0.29
3. N -0.33
4. N -0.54
5. C 0.57
6. C 0.28
7. C 0.50
8. C 0.17
9. C -0.12
10. C -0.25
11. C -0.26
12. C -0.13
13. C 0.29
14. C -0.20
15. N -0.78
16. N -0.41
17. N -0.34
18. N -0.27
19. H 0.23
20. H 0.22
21. H 0.23
22. H 0.24
23. H 0.43
24. H 0.39
25. H 0.43
26. H 0.41